{
  "formula": "C6H16NOP",
  "method": "wB97M-V/def2-TZVPD",
  "relative_energy_kcal_mol": 53.8,
  "mol_weight_da": 149.174,
  "homo_ev": -9.04,
  "lumo_energy_ev": 0.9,
  "species": ["C", "C", "C", "N", "C", "C", "C", "H", "H", "H", "H", "H", "H", "H", "H", "H", "H", "H", "H", "H", "O", "P", "H", "H", "H"],
  "coordinates": [[1.344, 1.729, 0.674], [0.391, 0.623, 1.145], [-0.108, 0.691, 2.632], [0.139, -0.246, 0.259], [-0.876, -1.338, 0.299], [-0.342, -2.572, 0.986], [-1.283, -1.544, -1.156], [1.191, 2.570, 1.343], [2.330, 1.445, 1.043], [1.156, 1.935, -0.280], [0.674, 0.576, 3.331], [-0.783, -0.087, 2.922], [-0.663, 1.599, 2.806], [-1.706, -0.819, 0.829], [-0.976, -3.440, 0.709], [0.656, -2.674, 0.585], [-0.259, -2.487, 2.084], [-0.749, -2.478, -1.411], [-0.958, -0.725, -1.821], [-2.447, -1.546, -1.268], [-0.077, 1.404, -2.688], [1.417, 2.023, -3.132], [-0.178, 0.941, -1.848], [0.827, 3.092, -3.786], [1.280, 1.330, -4.257]]
}

=====

{
  "formula": "C18H16Br2N3O3PdS",
  "method": "wB97M-V/def2-TZVPD",
  "spin_multiplicity": 3,
  "mol_weight_da": 620.639,
  "total_charge": 1,
  "homo_ev": [-11.41, -11.41],
  "lumo_energy_ev": [-3.4, -5.5],
  "species": ["Pd", "O", "C", "C", "C", "N", "C", "Br", "C", "H", "H", "H", "H", "C", "C", "C", "C", "N", "C", "S", "N", "C", "H", "H", "H", "H", "H", "H", "H", "H", "Br", "C", "C", "C", "C", "C", "C", "C", "O", "O", "H", "H", "H", "H"],
  "coordinates": [[1.236, -0.138, 0.543], [0.103, 2.108, 6.373], [0.402, 1.509, 5.217], [0.426, 0.127, 5.045], [0.748, -0.380, 3.806], [1.039, 0.398, 2.760], [1.008, 1.715, 2.943], [1.428, 2.762, 1.421], [0.702, 2.330, 4.130], [-0.073, 1.465, 7.070], [0.197, -0.544, 5.863], [0.776, -1.447, 3.629], [0.685, 3.405, 4.235], [2.534, 2.238, -3.426], [2.555, 0.869, -2.839], [2.181, -0.269, -3.502], [2.201, -1.496, -2.817], [2.587, -1.576, -1.546], [2.924, -0.468, -0.885], [3.517, -0.535, 0.740], [2.936, 0.742, -1.551], [1.774, -2.760, -3.472], [2.453, 2.187, -4.508], [3.430, 2.800, -3.161], [1.669, 2.785, -3.042], [1.869, -0.219, -4.534], [3.249, 1.553, -1.033], [1.461, -2.600, -4.501], [0.947, -3.187, -2.900], [2.585, -3.490, -3.441], [-2.216, -2.456, -2.604], [-3.238, -1.465, -1.352], [-4.610, -1.642, -1.444], [-5.461, -0.944, -0.603], [-4.949, -0.057, 0.329], [-3.582, 0.117, 0.421], [-2.698, -0.581, -0.404], [-1.251, -0.321, -0.157], [-0.323, -0.956, -0.754], [-0.911, 0.540, 0.698], [-5.005, -2.327, -2.180], [-6.530, -1.093, -0.688], [-5.614, 0.492, 0.981], [-3.161, 0.805, 1.141]]
}

=====

{
  "formula": "C3F3O3",
  "method": "wB97M-V/def2-TZVPD",
  "relative_energy_kcal_mol": 40.9,
  "mol_weight_da": 141.024,
  "total_charge": -1,
  "homo_ev": -5.66,
  "lumo_energy_ev": 4.0,
  "species": ["C", "C", "C", "O", "O", "O", "F", "F", "F"],
  "coordinates": [[1.212, 0.220, -1.557], [-1.637, -0.524, 0.398], [-0.615, 0.003, 1.238], [1.655, -0.770, -1.134], [1.402, 1.369, -1.766], [-0.725, -1.328, 0.977], [-0.695, 0.084, -1.629], [-1.067, 0.313, 2.519], [0.469, 0.632, 0.955]]
}

=====

{
  "formula": "C18H25NO3",
  "method": "wB97M-V/def2-TZVPD",
  "relative_energy_kcal_mol": 91.7,
  "mol_weight_da": 303.402,
  "homo_ev": -9.11,
  "lumo_energy_ev": 0.6,
  "species": ["H", "N", "C", "C", "C", "C", "C", "C", "C", "O", "O", "C", "C", "C", "C", "C", "C", "C", "C", "H", "H", "H", "H", "H", "H", "H", "H", "H", "H", "H", "H", "H", "H", "H", "H", "C", "C", "C", "O", "H", "H", "H", "H", "H", "H", "H", "H"],
  "coordinates": [[1.948, -1.451, -1.663], [2.374, -0.826, -2.352], [2.532, 0.329, -1.860], [2.183, 0.671, -0.430], [1.975, 2.169, -0.042], [1.691, 2.132, 1.433], [0.604, 2.575, 2.068], [3.338, 2.853, -0.400], [3.087, 3.546, -1.736], [3.850, 4.214, -2.366], [1.806, 3.285, -2.138], [1.087, 3.078, -0.905], [-0.431, 2.947, -1.030], [-1.007, 1.553, -1.055], [-0.606, 0.627, -2.014], [-1.124, -0.658, -2.015], [-2.066, -1.035, -1.064], [-2.497, -0.109, -0.125], [-1.971, 1.176, -0.127], [2.985, 1.063, -2.524], [3.027, 0.333, 0.180], [1.323, 0.079, -0.110], [2.461, 1.638, 2.024], [0.064, 3.472, 1.787], [0.251, 2.063, 2.958], [3.669, 3.607, 0.317], [4.157, 2.149, -0.545], [1.207, 4.046, -0.390], [-0.841, 3.475, -0.171], [-0.761, 3.515, -1.904], [0.138, 0.932, -2.740], [-0.768, -1.360, -2.759], [-2.441, -2.049, -1.075], [-3.248, -0.394, 0.603], [-2.318, 1.891, 0.612], [-1.175, -5.020, 1.278], [-2.053, -3.807, 1.547], [-2.746, -3.909, 2.896], [-3.018, -3.655, 0.506], [-1.780, -5.930, 1.258], [-0.686, -4.929, 0.307], [-0.408, -5.133, 2.045], [-1.444, -2.902, 1.517], [-3.397, -4.788, 2.924], [-3.370, -3.033, 3.072], [-2.023, -3.992, 3.709], [-3.578, -4.439, 0.500]]
}